--- A ---
Molecular formula: H26O13
Method: DFT, ωB97M-V with the def2-TZVPD basis set

Results
**E_HOMO**: -10.27 eV

ORCA input file:
```
! RIJCOSX wB97M-V def2-TZVPD def2/J DEFGRID3
* xyz 0 1
O 0.54 3.96 -1.49
H -0.18 4.25 -0.93
H 0.24 3.10 -1.73
O 0.15 -2.05 2.71
H 0.34 -1.75 1.84
H 0.87 -2.63 2.83
O -0.65 2.26 2.13
H -0.08 2.77 2.77
H -1.55 2.54 2.36
O 2.94 -2.30 1.34
H 2.24 -2.04 0.74
H 3.47 -2.91 0.85
O 0.41 -1.71 -3.52
H -0.30 -1.16 -3.19
H 0.54 -1.44 -4.43
O 2.09 1.77 1.51
H 1.37 1.44 0.97
H 2.13 2.63 1.17
O -2.22 -0.08 2.74
H -2.29 -0.42 1.86
H -1.40 0.34 2.85
O 0.43 0.19 0.04
H -0.36 0.71 -0.11
H 0.24 -0.62 -0.44
O 3.13 -0.11 -0.75
H 2.43 0.51 -0.51
H 3.68 -0.25 -0.02
O -1.83 -0.67 -2.41
H -1.88 -0.04 -3.09
H -2.47 -1.32 -2.71
O 0.59 -2.53 -0.38
H -0.10 -3.11 -0.72
H 1.06 -2.58 -1.22
O -1.54 2.14 -0.41
H -2.32 1.60 -0.25
H -1.05 2.34 0.38
O -2.74 -0.95 0.11
H -2.35 -0.64 -0.67
H -3.59 -1.24 -0.23
*
```

These are the Löwdin partial charges, in e, on atoms 1 to 5: -0.039 0.023 -0.002 -0.015 -0.032

--- B ---
Molecular formula: H26O13
Method: DFT, ωB97M-V with the def2-TZVPD basis set

Results
**E_HOMO**: -8.68 eV

ORCA input file:
```
! RIJCOSX wB97M-V def2-TZVPD def2/J DEFGRID3
* xyz 0 1
H 1.10 -0.99 0.71
H -0.02 -0.38 -0.14
H 0.05 2.26 0.98
H 1.24 2.44 0.05
H -2.07 -2.68 3.60
H -0.91 -1.72 3.46
H -2.08 2.51 -2.14
H -0.73 2.59 -3.02
H 2.21 2.05 -2.28
H 0.84 1.64 -1.81
H -3.32 0.47 -3.78
H -2.23 -0.66 -3.58
H 0.49 -0.46 -2.34
H 1.85 -0.55 -1.66
H 1.10 0.56 3.66
H 2.00 -0.07 2.63
H 3.22 0.08 -0.83
H 3.59 0.08 0.61
H -1.57 4.00 1.70
H -2.58 3.04 1.35
H -0.94 -1.43 -1.67
H -1.64 -1.13 -0.34
H 2.43 -2.54 1.40
H 1.51 -3.74 1.49
H -1.63 -3.67 1.82
H -0.88 -2.49 1.38
O 0.13 -0.73 0.74
O 0.28 2.53 0.08
O -1.80 -1.96 3.01
O -1.49 3.07 -2.69
O 1.29 2.23 -2.45
O -2.39 0.20 -3.97
O 1.39 -0.52 -2.52
O 1.05 -0.03 2.80
O 3.02 0.48 0.02
O -1.65 3.14 1.27
O -0.92 -1.67 -0.75
O 1.77 -2.96 1.99
O -1.70 -2.98 1.19
*
```

These are the Löwdin partial charges, in e, on atoms 1 to 5: 0.043 0.008 0.026 0.024 0.054

--- C ---
Molecular formula: H26O13
Method: DFT, ωB97M-V with the def2-TZVPD basis set

Results
**E_HOMO**: -10.18 eV

ORCA input file:
```
! RIJCOSX wB97M-V def2-TZVPD def2/J DEFGRID3
* xyz 0 1
O 2.52 -1.40 0.83
H 2.63 -0.44 0.74
H 3.28 -1.74 1.33
O -1.21 1.85 -2.17
H -0.69 1.48 -2.85
H -2.06 1.48 -2.39
O 1.07 -3.44 1.61
H 1.11 -3.16 2.50
H 1.49 -2.72 1.13
O 0.59 0.19 -3.78
H 0.30 -0.34 -4.49
H 0.59 -0.46 -3.09
O 0.72 2.44 2.40
H 1.19 1.89 1.73
H 1.30 3.20 2.48
O -2.46 -0.29 2.30
H -3.15 -0.80 2.72
H -1.99 -1.09 2.06
O 0.47 3.33 -0.73
H -0.08 3.98 -0.26
H -0.14 2.92 -1.35
O 0.84 -1.91 -1.75
H 0.72 -2.33 -2.60
H 1.58 -2.33 -1.39
O -2.31 -1.86 -1.39
H -2.71 -2.36 -2.09
H -1.56 -2.37 -1.19
O -3.42 1.21 0.29
H -3.07 2.08 0.53
H -3.01 0.63 0.94
O -0.35 -0.11 0.21
H 0.08 -0.82 -0.17
H -0.91 0.25 -0.48
O 2.11 1.19 0.43
H 2.50 1.89 -0.08
H 1.36 0.85 -0.04
O 0.77 -0.59 2.93
H 1.47 0.10 3.07
H 0.40 -0.38 2.06
*
```

These are the Löwdin partial charges, in e, on atoms 1 to 5: -0.072 0.011 0.086 -0.018 -0.004

The structure with the most favorable energy is C; the runner-up is 59.3 kJ/mol above it.

--- A ---
Molecular formula: C3H11N2O
Method: DFT, ωB97M-V with the def2-TZVPD basis set

Results
**E_HOMO**: -14.29 eV

ORCA input file:
```
! RIJCOSX wB97M-V def2-TZVPD def2/J DEFGRID3
* xyz 1 1
C -0.32 0.97 2.22
C 0.23 0.14 1.09
C -0.42 -0.83 0.46
N 0.26 -1.43 -0.69
N 1.37 0.69 0.38
H 0.39 0.97 3.04
H -1.15 0.39 2.65
H -0.81 1.82 1.77
H -1.45 -1.12 0.49
H 1.23 -1.09 -0.77
H -0.20 -1.15 -1.57
H 0.23 -2.45 -0.63
H 1.08 1.63 0.07
H 2.06 1.03 1.06
H -0.48 -0.24 -3.75
H -1.15 0.80 -2.93
O -0.88 -0.12 -2.87
*
```

These are the Löwdin partial charges, in e, on atoms 1 to 5: -0.018 -0.338 -0.035 0.171 0.060

--- B ---
Molecular formula: C3H11N2O
Method: DFT, ωB97M-V with the def2-TZVPD basis set

Results
**E_HOMO**: -14.50 eV

ORCA input file:
```
! RIJCOSX wB97M-V def2-TZVPD def2/J DEFGRID3
* xyz 1 1
C 2.38 -0.47 -0.21
N 1.59 0.56 0.54
H 0.76 0.02 0.92
H 1.09 1.30 -0.02
H 1.92 0.87 1.44
H 2.02 -1.45 0.19
H 2.14 -0.40 -1.29
H 3.42 -0.13 -0.31
C -1.68 0.09 -1.21
C -1.43 0.33 0.24
O -0.75 1.30 0.60
N -2.00 -0.48 1.13
H -0.73 -0.32 -1.61
H -1.81 1.06 -1.68
H -1.88 -0.40 2.12
H -2.71 -1.16 0.79
H -2.31 -0.71 -1.63
*
```

These are the Löwdin partial charges, in e, on atoms 1 to 5: -0.015 0.099 0.139 0.160 0.162

The structure with the most favorable energy is B; the runner-up is 27.8 kJ/mol above it.

--- A ---
Molecular formula: C3H11N2O
Method: DFT, ωB97M-V with the def2-TZVPD basis set

Results
**E_HOMO**: -12.48 eV

ORCA input file:
```
! RIJCOSX wB97M-V def2-TZVPD def2/J DEFGRID3
* xyz 1 1
C -0.18 1.00 -0.96
C -0.33 -0.30 -0.20
C -1.44 -1.04 -0.19
N -2.56 -0.69 -0.89
N 0.87 -0.78 0.52
H -0.32 0.79 -2.02
H 0.78 1.45 -0.74
H -0.99 1.65 -0.63
H -1.40 -2.03 0.26
H -2.43 -0.26 -1.78
H -3.48 -0.95 -0.62
H 1.33 -1.48 -0.07
H 0.63 -1.33 1.35
H 1.56 -0.02 0.78
H 3.38 1.45 1.42
H 2.11 1.44 2.30
O 2.48 1.12 1.49
*
```

These are the Löwdin partial charges, in e, on atoms 1 to 5: -0.017 -0.289 -0.156 0.099 0.196

--- B ---
Molecular formula: C3H11N2O
Method: DFT, ωB97M-V with the def2-TZVPD basis set

Results
**E_HOMO**: -13.99 eV

ORCA input file:
```
! RIJCOSX wB97M-V def2-TZVPD def2/J DEFGRID3
* xyz 1 1
C -0.64 -1.50 -0.22
C -0.38 -0.09 0.33
N 0.86 0.10 1.09
C 2.03 0.10 0.53
N 3.20 0.27 1.13
H 0.30 -2.07 -0.22
H -1.33 -2.04 0.42
H -0.96 -1.46 -1.25
H -0.49 0.72 -0.40
H -1.16 0.09 1.04
H 0.80 0.17 2.10
H 2.11 0.25 -0.52
H 3.33 -0.10 2.07
H 4.11 0.16 0.70
H -4.54 1.81 -1.79
H -3.65 1.82 -2.99
O -3.60 1.76 -2.02
*
```

These are the Löwdin partial charges, in e, on atoms 1 to 5: -0.046 -0.178 0.080 -0.139 0.180

--- C ---
Molecular formula: C3H11N2O
Method: DFT, ωB97M-V with the def2-TZVPD basis set

Results
**E_HOMO**: -12.43 eV

ORCA input file:
```
! RIJCOSX wB97M-V def2-TZVPD def2/J DEFGRID3
* xyz 1 1
C 1.05 1.17 -2.47
N 0.72 1.50 -1.08
C 1.12 0.47 -0.15
O 0.48 0.67 1.11
H 2.11 0.96 -2.54
H 0.79 2.03 -3.08
H 0.49 0.31 -2.85
H -0.29 1.61 -0.98
H 0.85 -0.54 -0.51
H 2.20 0.51 -0.02
H 0.73 1.59 1.29
C -1.28 -1.36 1.23
N -2.05 -2.36 1.43
H -0.21 -1.51 1.22
H -1.75 -0.44 0.91
H -3.06 -2.25 1.39
H -1.68 -3.30 1.54
*
```

These are the Löwdin partial charges, in e, on atoms 1 to 5: -0.112 -0.109 -0.329 -0.100 0.086

The structure with the most favorable energy is B; the runner-up is 19.1 kJ/mol above it.

--- A ---
Molecular formula: C2H7OS2
Method: DFT, ωB97M-V with the def2-TZVPD basis set

Results
**E_HOMO**: -2.49 eV

ORCA input file:
```
! RIJCOSX wB97M-V def2-TZVPD def2/J DEFGRID3
* xyz -1 1
C 2.15 -0.23 0.22
O 3.30 -0.04 -0.15
H 1.43 -0.95 -0.33
H 3.12 0.96 3.48
H 1.71 0.56 0.85
C -1.44 1.77 -0.16
S -1.14 0.16 -0.97
S -1.09 -1.21 0.59
H -1.30 1.72 0.97
H -0.84 2.61 -0.36
H -2.44 2.11 -0.52
H 3.32 0.77 2.82
*
```

These are the Löwdin partial charges, in e, on atoms 1 to 5: -0.213 -0.098 0.007 0.023 0.045

--- B ---
Molecular formula: C2H7OS2
Method: DFT, ωB97M-V with the def2-TZVPD basis set

Results
**E_HOMO**: -2.47 eV

ORCA input file:
```
! RIJCOSX wB97M-V def2-TZVPD def2/J DEFGRID3
* xyz -1 1
C 1.99 0.21 -0.72
O 2.71 1.08 -1.32
H 1.79 -0.89 -1.10
H 3.43 -2.93 0.41
H 1.28 0.54 0.03
C -1.34 1.26 -0.96
S -1.10 0.58 0.80
S -0.88 -1.50 0.76
H -0.36 1.69 -1.11
H -1.50 0.34 -1.63
H -2.29 1.77 -0.91
H 3.75 -3.25 -0.15
*
```

These are the Löwdin partial charges, in e, on atoms 1 to 5: -0.131 -0.119 0.087 0.008 -0.035

--- C ---
Molecular formula: C2H7OS2
Method: DFT, ωB97M-V with the def2-TZVPD basis set

Results
**E_HOMO**: -2.77 eV

ORCA input file:
```
! RIJCOSX wB97M-V def2-TZVPD def2/J DEFGRID3
* xyz -1 1
C -0.97 -0.77 1.87
O -0.57 -1.64 0.78
C 0.22 -0.44 2.71
H -1.80 -1.33 2.34
H -1.42 0.13 1.46
H -0.06 0.08 3.62
H 0.92 0.17 2.08
H 0.70 -1.37 3.06
S 0.59 0.25 -2.29
S 0.01 1.16 -0.44
H 1.46 1.15 -2.75
H -0.27 -0.96 0.14
*
```

These are the Löwdin partial charges, in e, on atoms 1 to 5: -0.414 -0.174 -0.135 0.105 0.035

The structure with the most favorable energy is C; the runner-up is 175.9 kJ/mol above it.

--- A ---
Molecular formula: C5H9NO2
Method: DFT, ωB97M-V with the def2-TZVPD basis set

Results
**E_HOMO**: -8.18 eV

ORCA input file:
```
! RIJCOSX wB97M-V def2-TZVPD def2/J DEFGRID3
* xyz 0 1
C 2.12 -0.77 0.21
C -0.82 0.76 -1.65
C -0.30 0.48 0.81
C 0.02 0.19 -0.54
C -0.17 1.11 1.93
O -1.01 -1.27 0.23
O -2.45 -1.31 0.14
N 1.30 -0.05 -0.75
H -2.57 -1.65 -0.76
H 2.65 -1.56 -0.33
H 2.88 -0.10 0.63
H 1.58 -1.24 1.03
H -1.87 0.82 -1.37
H -0.71 0.11 -2.53
H -0.45 1.75 -1.91
H 0.61 1.86 2.07
H -0.82 0.86 2.77
*
```

These are the Löwdin partial charges, in e, on atoms 1 to 5: -0.150 -0.015 0.034 -0.491 0.104

--- B ---
Molecular formula: C5H9NO2
Method: DFT, ωB97M-V with the def2-TZVPD basis set

Results
**E_HOMO**: -9.65 eV
**SMILES string**: CC(C)(N)[C@H]1OC1=O

ORCA input file:
```
! RIJCOSX wB97M-V def2-TZVPD def2/J DEFGRID3
* xyz 0 1
C 1.53 -0.47 -0.55
C 0.04 -0.77 1.48
C -1.32 1.63 -0.72
C 0.17 -0.18 0.08
N -0.95 -0.65 -0.90
C -0.13 1.29 0.10
O -0.12 1.96 -1.21
O -2.45 1.97 -0.77
H -0.73 -1.54 -1.35
H -1.84 -0.75 -0.44
H 0.20 1.91 0.93
H 1.69 -1.55 -0.63
H 1.57 -0.04 -1.55
H 2.32 -0.03 0.05
H 0.82 -0.38 2.13
H -0.93 -0.52 1.91
H 0.13 -1.86 1.43
*
```

These are the Löwdin partial charges, in e, on atoms 1 to 5: -0.030 -0.035 -0.479 -0.534 0.085

--- C ---
Molecular formula: C5H9NO2
Method: DFT, ωB97M-V with the def2-TZVPD basis set

Results
**E_HOMO**: -9.58 eV
**SMILES string**: N[C@@H](C=O)CCC=O

ORCA input file:
```
! RIJCOSX wB97M-V def2-TZVPD def2/J DEFGRID3
* xyz 0 1
O -0.22 1.99 1.42
C -0.38 2.18 0.23
C 0.06 1.15 -0.81
C -0.24 -0.32 -0.44
C 0.52 -0.87 0.77
C 0.45 -2.37 1.05
O 0.36 -3.16 0.15
N -0.57 1.59 -2.07
H -0.76 3.17 -0.09
H 1.11 1.35 -1.03
H -1.32 -0.47 -0.37
H -0.03 -0.96 -1.31
H 1.59 -0.67 0.66
H 0.20 -0.32 1.64
H 0.48 -2.68 2.10
H -1.54 1.84 -2.07
H -0.33 0.98 -2.84
*
```

These are the Löwdin partial charges, in e, on atoms 1 to 5: 0.049 -0.198 -0.346 -0.154 -0.159

The structure with the most favorable energy is C; the runner-up is 43.0 kJ/mol above it.